{"formula": "C39H32BrF4MnPS3", "method": "ωB97M-V with the def2-TZVPD basis set", "species": ["Mn", "C", "C", "S", "C", "C", "S", "C", "C", "S", "H", "H", "H", "H", "H", "H", "H", "H", "H", "H", "H", "H", "F", "C", "C", "F", "C", "F", "C", "P", "C", "C", "C", "C", "C", "C", "C", "C", "C", "C", "C", "C", "C", "Br", "C", "F", "H", "H", "H", "H", "H", "H", "H", "H", "H", "H", "C", "C", "C", "C", "C", "C", "C", "C", "C", "C", "C", "C", "C", "C", "C", "H", "H", "H", "H", "H", "H", "H", "H", "H", "H"], "positions_angstrom": [[-0.44793, -1.80271, 0.31355], [1.65933, -4.23193, -0.27145], [2.07463, -3.84681, 1.13701], [1.48371, -2.17077, 1.56839], [0.83936, -2.43298, 3.24685], [-0.33411, -3.40119, 3.29698], [-1.63755, -2.92375, 2.11404], [-2.04626, -4.50748, 1.32435], [-0.89479, -5.14913, 0.57092], [-0.10876, -3.97731, -0.58078], [1.92281, -5.26584, -0.49440], [2.13682, -3.59599, -1.01839], [3.16080, -3.83898, 1.22550], [1.69167, -4.55016, 1.87395], [0.53968, -1.43431, 3.57208], [1.65445, -2.76170, 3.89171], [-0.78370, -3.39446, 4.28953], [-0.02672, -4.42272, 3.08563], [-2.86795, -4.25918, 0.65055], [-2.44066, -5.18842, 2.07878], [-1.26176, -5.99016, -0.01664], [-0.13136, -5.53456, 1.24482], [-3.31397, 2.80561, -4.07124], [-2.92153, 2.25320, -2.94070], [-2.74212, 3.02245, -1.80672], [-2.97630, 4.32043, -1.84478], [-2.31533, 2.42296, -0.62806], [-2.19659, 3.21255, 0.43228], [-2.02468, 1.06930, -0.54226], [-1.42266, 0.25507, 0.99761], [-0.36810, 1.42248, 1.90977], [-0.87326, 2.46479, 2.69125], [-0.01135, 3.29116, 3.39168], [1.36230, 3.09673, 3.31751], [1.87384, 2.06523, 2.54546], [1.01229, 1.22921, 1.85122], [-2.94555, 0.07403, 1.97438], [-4.15720, -0.14705, 1.32120], [-5.29994, -0.45095, 2.04707], [-5.24105, -0.54642, 3.42979], [-4.03443, -0.34604, 4.08544], [-2.88979, -0.04610, 3.36265], [-2.23889, 0.32451, -1.70066], [-2.00359, -1.56118, -1.72460], [-2.68176, 0.88871, -2.87638], [-2.87033, 0.14682, -3.96228], [-1.93788, 2.63325, 2.75997], [-0.41409, 4.09309, 3.99562], [2.03084, 3.74960, 3.86276], [2.94339, 1.90925, 2.48597], [1.41248, 0.42279, 1.25004], [-4.22410, -0.07067, 0.24221], [-6.23855, -0.60466, 1.53130], [-6.13451, -0.77309, 3.99583], [-3.98505, -0.41598, 5.16406], [-1.95353, 0.10057, 3.88781], [0.72781, -0.72756, -0.83207], [1.39383, -0.00014, -1.56941], [2.08402, 0.92641, -2.32124], [1.41408, 1.50848, -3.46818], [0.48951, 0.74544, -4.19812], [-0.15910, 1.29410, -5.28527], [0.06756, 2.62420, -5.62947], [0.95369, 3.40113, -4.89276], [1.63642, 2.84677, -3.82607], [3.43350, 1.29741, -1.94931], [4.33214, 1.79079, -2.90902], [5.62652, 2.11313, -2.54796], [6.03638, 1.96513, -1.22920], [5.15941, 1.46656, -0.26857], [3.87509, 1.11828, -0.62708], [0.32898, -0.29163, -3.92675], [-0.83999, 0.69083, -5.87182], [-0.45078, 3.05581, -6.47554], [1.11201, 4.43872, -5.15252], [2.30524, 3.45948, -3.23625], [4.02677, 1.87441, -3.94327], [6.32007, 2.47355, -3.29497], [7.04767, 2.22824, -0.94832], [5.48923, 1.34854, 0.75478], [3.18920, 0.72082, 0.11017]], "spin_multiplicity": 2, "homo_energy_ev": [-13.771, -13.503], "total_charge": 2, "fmax_ev_per_a": 0.46, "homo_lumo_gap_ev": [6.96, 6.67], "total_energy_ha": -7165.167358}



{"formula": "C4H10NO2", "method": "ωB97M-V with the def2-TZVPD basis set", "species": ["C", "C", "C", "C", "O", "O", "N", "H", "H", "H", "H", "H", "H", "H", "H", "H", "H"], "positions_angstrom": [[-0.77570, 1.59054, 0.22633], [-0.24900, 0.62433, 1.24318], [1.21318, 0.08427, 0.88994], [0.97580, -0.75674, -0.32927], [1.19443, -2.06850, -0.14635], [0.41559, -0.41759, -1.35653], [-2.06441, 0.89332, -0.50481], [-0.21114, 1.65406, -0.69511], [-1.22004, 2.47192, 0.67307], [-0.25390, 0.93405, 2.28382], [-0.71171, -0.36684, 1.20093], [1.76757, 0.95550, 0.55063], [1.64003, -0.53001, 1.67022], [1.09887, -2.43422, -1.03875], [-2.63796, 1.68875, -0.75647], [-2.44580, 0.36184, 0.26238], [-1.72031, 0.38308, -1.27978]], "spin_multiplicity": 1, "homo_energy_ev": -14.766, "total_charge": 1, "fmax_ev_per_a": 3.70, "homo_lumo_gap_ev": 11.37, "smiles": "[NH3+]CCCC(=O)O", "total_energy_ha": -363.393453}



{"formula": "C20H16F5N9O2S2V", "method": "ωB97M-V with the def2-TZVPD basis set", "species": ["V", "N", "N", "C", "N", "N", "N", "O", "O", "H", "H", "H", "H", "H", "S", "C", "N", "N", "C", "C", "C", "C", "C", "C", "N", "N", "C", "C", "C", "C", "C", "C", "H", "H", "H", "H", "H", "H", "H", "H", "H", "H", "H", "F", "C", "C", "F", "C", "F", "C", "S", "C", "F", "C", "F"], "positions_angstrom": [[0.71192, -0.45643, -1.26734], [4.15241, 0.34490, -2.51537], [3.98474, 1.66127, -2.07292], [2.78349, 2.21339, -1.92713], [2.70520, 3.50724, -1.70066], [1.69150, 1.35998, -2.02244], [0.48291, 1.90463, -2.16165], [0.18695, 3.04640, -2.28808], [-0.39453, 0.97041, -2.11468], [4.89396, -0.08015, -1.96831], [4.43952, 0.35911, -3.49197], [4.79608, 2.26737, -2.01915], [3.53694, 4.08173, -1.70564], [1.81618, 3.97871, -1.64322], [-1.32655, -1.15955, -0.49767], [-1.08620, 0.16071, 0.55690], [-2.11332, 0.97857, 1.08085], [-3.24915, 0.82159, 0.58073], [-4.39575, 1.45770, 1.00289], [-4.38085, 2.33023, 2.10712], [-5.56651, 2.91857, 2.47135], [-6.73736, 2.64291, 1.75338], [-6.74253, 1.77699, 0.66053], [-5.56714, 1.17416, 0.27490], [0.10657, 0.53714, 0.94322], [1.17668, -0.17600, 0.51456], [2.23026, -0.27845, 1.42116], [2.04979, 0.03757, 2.77559], [3.11643, -0.11576, 3.63796], [4.34158, -0.57303, 3.16305], [4.51840, -0.87951, 1.81566], [3.46644, -0.73271, 0.93686], [-3.34891, 0.16848, -0.21786], [-3.46166, 2.51867, 2.64281], [-5.60071, 3.59312, 3.31511], [-7.66393, 3.11334, 2.05675], [-7.66053, 1.58071, 0.12541], [-5.54055, 0.49411, -0.56888], [1.09087, 0.38404, 3.13137], [2.99784, 0.11382, 4.68764], [5.16821, -0.69616, 3.85031], [5.47716, -1.23958, 1.46852], [3.56932, -0.97370, -0.11332], [-1.78248, -5.66674, -0.54941], [-0.95738, -4.75197, -0.94522], [-1.22270, -4.06408, -2.14153], [-2.29779, -4.35658, -2.83387], [-0.35235, -3.08569, -2.54825], [-0.59323, -2.41730, -3.65205], [0.80031, -2.74312, -1.78012], [1.98378, -1.68291, -2.47361], [1.04876, -3.49572, -0.60221], [2.13551, -3.26065, 0.09410], [0.17807, -4.47054, -0.17496], [0.40429, -5.14124, 0.92878]], "spin_multiplicity": 1, "homo_energy_ev": [-16.967, -16.968], "total_charge": 3, "fmax_ev_per_a": 0.99, "homo_lumo_gap_ev": [5.82, 5.82], "total_energy_ha": -3653.548735}



{"formula": "C6H8N2O2", "method": "ωB97M-V with the def2-TZVPD basis set", "species": ["C", "C", "C", "C", "C", "C", "N", "N", "O", "O", "H", "H", "H", "H", "H", "H", "H", "H"], "positions_angstrom": [[-2.59090, 0.92795, 1.55009], [-0.59309, -0.88821, -1.08053], [2.95261, -0.93754, -0.05551], [1.73668, -0.25480, -0.67984], [-2.45928, 2.10657, 0.78338], [0.37827, -0.54917, -0.24550], [-2.72974, 0.08502, 2.29273], [-1.66889, -1.32185, -1.59762], [-3.18477, 2.36252, -0.13984], [-0.00562, -0.33992, 1.01422], [3.78192, -0.34836, -0.47230], [2.93445, -1.99100, -0.29767], [2.83525, -0.89626, 1.06111], [1.78563, -0.27767, -1.72080], [1.80843, 0.81259, -0.46317], [-1.67864, 2.77274, 1.14484], [-2.32853, -0.72659, -2.07958], [-0.97378, -0.53604, 0.98600]], "spin_multiplicity": 1, "homo_energy_ev": -7.923, "total_charge": 0, "fmax_ev_per_a": 3.46, "homo_lumo_gap_ev": 6.81, "smiles": "CCC(O)=C=N.N#CC=O", "total_energy_ha": -493.283688}



{"formula": "H8O4", "method": "ωB97M-V with the def2-TZVPD basis set", "species": ["O", "H", "H", "O", "H", "H", "O", "H", "H", "O", "H", "H"], "positions_angstrom": [[-2.05518, -0.13942, -0.50055], [-2.44462, -0.02859, -1.36790], [-2.79592, -0.34136, 0.07107], [-0.13418, -1.63964, 1.83455], [-0.71000, -1.99143, 1.15564], [0.09181, -0.76200, 1.52648], [2.62118, 0.71514, -1.61028], [3.31431, 0.13249, -1.29992], [1.99846, 0.75523, -0.88444], [0.39028, 0.93208, 0.37684], [0.15740, 1.83203, 0.60508], [-0.43353, 0.53553, 0.09342]], "spin_multiplicity": 1, "homo_energy_ev": -10.877, "total_charge": 0, "fmax_ev_per_a": 0.81, "homo_lumo_gap_ev": 11.04, "smiles": "O.O.O.O", "total_energy_ha": -305.756619}



{"formula": "C17H33CoN7OPS", "method": "ωB97M-V with the def2-TZVPD basis set", "species": ["Co", "O", "N", "C", "C", "C", "C", "C", "S", "H", "H", "H", "H", "N", "C", "C", "C", "N", "C", "C", "N", "C", "H", "H", "H", "H", "H", "H", "H", "H", "H", "H", "H", "H", "H", "H", "H", "H", "C", "N", "C", "N", "C", "N", "C", "P", "C", "C", "H", "H", "H", "H", "H", "H", "H", "H", "H", "H", "H", "H", "H"], "positions_angstrom": [[-0.39787, 0.76074, -0.22937], [1.77173, 0.89935, -0.45081], [2.33621, 2.08778, -0.67749], [3.68747, 2.15696, -0.64532], [4.34800, 3.32967, -0.87306], [3.60205, 4.47869, -1.14790], [2.23292, 4.39483, -1.18116], [1.57252, 3.17915, -0.94244], [-0.13657, 3.03799, -0.96053], [4.18551, 1.22597, -0.42340], [5.42707, 3.34720, -0.83429], [4.09860, 5.42212, -1.32981], [1.61789, 5.25798, -1.39019], [-2.46803, -0.85417, 1.47492], [-3.38810, -0.05635, 2.36106], [-4.26347, 0.82504, 1.48078], [-3.47465, 1.89703, 0.72425], [-2.68062, 1.30447, -0.39199], [-2.58455, 2.69642, 1.68280], [-1.71478, 1.86384, 2.63199], [-0.52331, 1.30950, 1.92446], [-2.53561, 0.76684, 3.31915], [-2.98692, -1.41519, 0.80078], [-1.86422, -1.46365, 2.02342], [-1.85430, -0.16952, 0.93488], [-3.99969, -0.76906, 2.91354], [-4.97722, 1.32865, 2.13410], [-4.85444, 0.21580, 0.78829], [-4.20452, 2.59424, 0.30720], [-2.40379, 2.06687, -1.00438], [-3.29805, 0.73441, -0.96619], [-3.23981, 3.32052, 2.29429], [-1.94682, 3.37075, 1.10803], [-1.36803, 2.53306, 3.42216], [0.03073, 0.76107, 2.57737], [0.06624, 2.10186, 1.67370], [-3.21589, 1.24401, 4.02550], [-1.88545, 0.11547, 3.91378], [1.07159, -3.85187, -2.63205], [1.94531, -2.59292, -2.59750], [2.99730, -2.77389, -1.48914], [2.37659, -3.06677, -0.24662], [1.54485, -4.26135, -0.35173], [0.49551, -4.09284, -1.35637], [-0.51128, -3.10409, -0.96710], [0.21257, -1.38840, -0.73644], [1.11432, -1.36971, -2.36542], [1.64958, -1.92948, 0.31805], [1.72336, -4.67706, -2.91720], [0.31259, -3.70294, -3.39877], [2.42687, -2.49929, -3.49343], [3.57088, -1.84996, -1.43897], [3.63834, -3.59643, -1.80524], [1.09117, -4.47051, 0.61506], [2.16869, -5.11071, -0.63240], [-0.97983, -3.44300, -0.03962], [-1.29205, -3.07162, -1.73110], [1.75391, -0.48764, -2.36476], [0.39299, -1.28260, -3.17924], [1.28026, -2.20819, 1.30781], [2.30626, -1.06907, 0.43404]], "spin_multiplicity": 3, "homo_energy_ev": [-12.541, -12.534], "total_charge": 2, "fmax_ev_per_a": 0.66, "homo_lumo_gap_ev": [7.29, 7.32], "total_energy_ha": -3247.892696}



{"formula": "C2H10NO3", "method": "ωB97M-V with the def2-TZVPD basis set", "species": ["C", "O", "C", "N", "H", "H", "H", "H", "H", "H", "H", "H", "O", "H", "H", "O"], "positions_angstrom": [[-0.47005, 0.68885, -0.72619], [-0.27592, 0.12929, 0.50102], [-0.04667, -0.22773, -1.92999], [1.20130, -0.96519, -1.66992], [0.15236, 1.59750, -0.87432], [-1.52900, 0.94477, -0.94484], [-0.00606, 0.40368, -2.82034], [-0.78583, -1.02294, -2.07149], [0.96845, -1.57099, -0.90901], [1.89935, -0.31775, -1.34760], [-1.18840, -1.05379, 0.49842], [-1.23501, -2.61034, 0.70690], [-1.83570, -1.86582, 0.66445], [0.71422, 1.72553, 2.94722], [1.24033, 2.50546, 4.18735], [1.19663, 1.63946, 3.78836]], "spin_multiplicity": 1, "homo_energy_ev": -3.480, "total_charge": -1, "fmax_ev_per_a": 1.42, "homo_lumo_gap_ev": 7.08, "total_energy_ha": -362.681459}